ORCA calculation (ωB97M-V/def2-TZVPD) on C30H44ClN4O5Si2Sr as an isolated structure in a non-equilibrium geometry.

Atoms and positions in Å:
Sr (0.188, 0.241, -0.060)
C (3.280, 2.920, 3.504)
Si (2.527, 2.024, 2.017)
C (3.065, 3.010, 0.508)
C (3.415, 0.358, 1.909)
C (0.727, 1.734, 2.062)
C (0.346, 0.596, 2.952)
C (0.412, 0.688, 4.350)
C (0.061, -0.372, 5.153)
C (-0.368, -1.555, 4.565)
C (-0.415, -1.591, 3.187)
N (-0.078, -0.574, 2.406)
Si (-0.482, 3.099, 2.104)
C (-0.408, 4.246, 3.607)
C (-2.228, 2.377, 2.084)
C (-0.353, 4.223, 0.600)
H (4.348, 3.071, 3.347)
H (3.162, 2.346, 4.421)
H (2.828, 3.893, 3.668)
H (4.152, 3.017, 0.446)
H (2.738, 4.043, 0.551)
H (2.693, 2.594, -0.426)
H (4.493, 0.493, 1.992)
H (3.242, -0.146, 0.959)
H (3.103, -0.319, 2.701)
H (0.748, 1.615, 4.791)
H (0.122, -0.275, 6.229)
H (-0.656, -2.419, 5.149)
H (-0.744, -2.480, 2.664)
H (-0.629, 3.713, 4.530)
H (-1.141, 5.045, 3.506)
H (0.569, 4.705, 3.724)
H (-2.373, 1.651, 2.882)
H (-2.454, 1.880, 1.142)
H (-2.970, 3.163, 2.211)
H (0.554, 4.818, 0.603)
H (-1.193, 4.915, 0.589)
H (-0.376, 3.669, -0.334)
O (-1.229, 1.083, -3.965)
C (-0.613, 0.921, -2.920)
O (-1.108, 0.986, -1.735)
C (0.961, 0.568, -2.981)
O (1.570, 0.817, -4.003)
O (1.410, 0.011, -1.916)
C (-0.018, -5.291, -4.949)
C (-1.434, -5.055, -5.472)
C (-1.433, -5.501, -6.942)
C (-2.401, -5.959, -4.710)
C (-1.884, -3.555, -5.401)
O (-3.073, -3.433, -6.219)
C (-0.856, -2.570, -5.968)
C (0.310, -2.109, -5.082)
C (1.398, -1.528, -5.931)
C (1.295, -0.218, -6.389)
C (2.265, 0.319, -7.210)
C (3.349, -0.463, -7.569)
Cl (4.586, 0.213, -8.608)
C (3.489, -1.757, -7.116)
C (2.502, -2.280, -6.293)
C (-2.479, -3.093, -4.056)
N (-1.620, -2.980, -2.895)
C (-1.535, -1.917, -2.102)
N (-0.815, -2.187, -1.022)
C (-0.489, -3.484, -1.214)
N (-0.987, -4.021, -2.304)
H (0.200, -6.358, -5.012)
H (0.107, -4.990, -3.915)
H (0.721, -4.776, -5.561)
H (-0.987, -6.493, -7.010)
H (-0.840, -4.846, -7.582)
H (-2.441, -5.572, -7.347)
H (-2.164, -7.003, -4.919)
H (-3.430, -5.785, -5.026)
H (-2.331, -5.819, -3.633)
H (-2.797, -3.426, -7.140)
H (-1.409, -1.684, -6.295)
H (-0.432, -3.012, -6.881)
H (0.710, -2.935, -4.497)
H (-0.030, -1.346, -4.390)
H (0.485, 0.397, -6.029)
H (2.201, 1.343, -7.544)
H (4.353, -2.341, -7.394)
H (2.607, -3.290, -5.921)
H (-3.330, -3.719, -3.792)
H (-2.866, -2.085, -4.228)
H (-1.976, -0.972, -2.356)
H (0.112, -4.051, -0.527)

Results
- HOMO-LUMO gap: 7.174 eV
- Total charge: -1
- Energy: -77143.3538 eV
- Energy relative to the best compared isomer or geometry (same formula, charge and spin): 16.5 kcal per mole

Here are the Mulliken charges for atoms 1 to 6, given in e: 1.920, -1.248, 0.245, -1.070, -1.062, 0.214

ORCA calculation (ωB97M-V/def2-TZVPD) on a 10-piece molecular cluster, C30H44N5O27 overall.

Atoms and positions in Å:
N (3.127, -5.014, 5.195)
C (2.540, -3.699, 5.032)
C (1.069, -3.776, 5.249)
N (0.302, -4.854, 5.164)
C (-0.936, -4.432, 5.451)
N (-2.012, -5.218, 5.493)
N (-0.940, -3.108, 5.715)
N (0.354, -2.704, 5.585)
H (3.014, -5.349, 6.143)
H (4.124, -4.982, 5.010)
H (2.935, -2.947, 5.726)
H (2.710, -3.364, 4.009)
H (-2.916, -4.878, 5.767)
H (-1.880, -6.198, 5.318)
H (-1.689, -2.484, 5.967)
H (0.695, -1.756, 5.729)
C (4.627, -3.259, 1.467)
C (5.116, -2.343, 0.361)
O (4.890, -1.046, 0.927)
C (4.869, -1.159, 2.264)
O (4.880, -0.248, 3.027)
O (4.846, -2.468, 2.648)
H (5.182, -4.190, 1.542)
H (3.559, -3.474, 1.385)
H (6.183, -2.458, 0.167)
H (4.566, -2.440, -0.570)
C (7.236, -1.882, 5.176)
C (6.710, -1.680, 6.583)
O (5.980, -2.899, 6.795)
C (6.461, -3.843, 5.958)
O (6.122, -4.987, 5.975)
O (7.330, -3.310, 5.079)
H (8.199, -1.413, 4.999)
H (6.522, -1.540, 4.427)
H (7.506, -1.601, 7.324)
H (6.039, -0.831, 6.682)
C (-0.168, 2.077, 4.106)
C (-0.135, 0.565, 4.021)
O (0.886, 0.236, 4.989)
C (0.975, 1.268, 5.887)
O (1.606, 1.194, 6.890)
O (0.257, 2.309, 5.467)
H (-1.151, 2.500, 3.947)
H (0.546, 2.543, 3.430)
H (-1.080, 0.114, 4.333)
H (0.139, 0.191, 3.042)
C (0.927, 2.749, -0.502)
C (-0.379, 3.041, -1.217)
O (-1.313, 2.221, -0.474)
C (-0.806, 2.001, 0.734)
O (-1.391, 1.499, 1.657)
O (0.470, 2.418, 0.827)
H (1.595, 3.605, -0.467)
H (1.447, 1.890, -0.916)
H (-0.675, 4.082, -1.117)
H (-0.377, 2.765, -2.263)
C (1.177, -7.175, 2.623)
C (-0.185, -6.857, 2.034)
O (-0.419, -7.968, 1.177)
C (0.331, -9.019, 1.619)
O (0.231, -10.128, 1.221)
O (1.193, -8.603, 2.578)
H (1.311, -6.827, 3.643)
H (1.992, -6.795, 2.004)
H (-0.969, -6.828, 2.796)
H (-0.212, -5.934, 1.458)
C (-3.369, 7.480, -2.574)
C (-2.637, 7.902, -3.836)
O (-1.626, 6.886, -3.939)
C (-2.044, 5.796, -3.285)
O (-1.504, 4.731, -3.314)
O (-3.155, 6.059, -2.560)
H (-4.434, 7.693, -2.591)
H (-2.929, 7.901, -1.668)
H (-3.262, 7.865, -4.724)
H (-2.171, 8.880, -3.769)
C (-2.892, 5.574, -8.409)
C (-2.055, 6.374, -9.388)
O (-2.059, 7.678, -8.791)
C (-2.285, 7.540, -7.471)
O (-2.184, 8.416, -6.669)
O (-2.649, 6.276, -7.173)
H (-2.582, 4.538, -8.313)
H (-3.950, 5.619, -8.651)
H (-1.023, 6.025, -9.448)
H (-2.483, 6.420, -10.385)
C (-7.069, 2.002, -8.320)
C (-7.846, 3.284, -8.075)
O (-6.879, 4.287, -8.409)
C (-5.972, 3.744, -9.248)
O (-5.143, 4.364, -9.835)
O (-6.133, 2.407, -9.326)
H (-7.675, 1.181, -8.690)
H (-6.513, 1.679, -7.438)
H (-8.700, 3.388, -8.745)
H (-8.172, 3.414, -7.047)
C (-1.889, -1.771, -1.340)
C (-1.296, -2.521, -2.521)
O (-0.502, -1.508, -3.148)
C (-0.202, -0.565, -2.232)
O (0.562, 0.329, -2.406)
O (-0.893, -0.775, -1.088)
H (-2.029, -2.385, -0.454)
H (-2.827, -1.271, -1.587)
H (-0.639, -3.336, -2.211)
H (-2.033, -2.898, -3.224)

Results
- HOMO-LUMO gap: 9.129 eV
- Total charge: +1
- Energy: -94551.9388 eV

Here are the Mulliken charges for atoms 1 to 6, given in e: -0.457, 0.082, -0.146, -0.401, 0.583, -0.377

ORCA calculation (ωB97M-V/def2-TZVPD) on C30H45AlClO2P2 as an isolated structure in a non-equilibrium geometry.

Atoms and positions in Å:
Al (0.212, -3.442, -2.069)
C (-0.959, 1.639, -0.295)
C (-1.683, 1.426, 0.910)
C (0.541, 0.912, 1.313)
C (0.406, 1.331, -0.061)
C (-0.755, 0.983, 1.906)
C (-1.504, 2.101, -1.589)
H (-2.574, 2.322, -1.495)
H (-1.384, 1.350, -2.394)
H (-1.001, 3.024, -1.921)
C (1.476, 1.429, -1.062)
H (1.274, 0.766, -1.923)
H (2.450, 1.143, -0.644)
H (1.560, 2.462, -1.451)
C (1.752, 0.445, 1.999)
H (1.853, 0.942, 2.976)
H (2.654, 0.653, 1.409)
H (1.717, -0.642, 2.181)
C (-1.071, 0.589, 3.284)
H (-0.337, 1.018, 3.989)
H (-1.045, -0.515, 3.401)
H (-2.079, 0.936, 3.576)
C (-3.131, 1.625, 1.120)
H (-3.336, 2.564, 1.661)
H (-3.566, 0.805, 1.707)
H (-3.655, 1.675, 0.157)
C (0.526, -3.013, -3.837)
C (-0.762, -2.480, -3.703)
C (-2.051, -3.268, -3.575)
C (-2.397, -3.730, -2.146)
C (-1.215, -4.491, -1.517)
C (-0.338, -5.320, -2.220)
C (-0.098, -5.542, -3.727)
C (0.670, -4.394, -4.479)
H (-2.124, -4.125, -4.280)
H (-3.281, -4.397, -2.251)
H (-2.885, -2.625, -3.910)
H (0.273, -4.419, -5.514)
H (1.392, -2.339, -3.898)
H (-1.030, -1.503, -4.408)
H (1.736, -4.687, -4.540)
H (0.555, -6.458, -3.764)
H (-0.033, -6.204, -1.675)
H (-1.041, -5.842, -4.264)
H (-2.647, -2.860, -1.464)
H (-1.295, -4.602, -0.440)
P (-1.959, 0.242, -4.662)
C (-1.811, 0.087, -6.438)
C (-3.715, -0.154, -4.603)
P (-1.102, -3.104, 2.816)
C (-1.191, -2.478, 1.195)
C (-2.593, -4.184, 2.737)
C (0.186, -4.398, 2.505)
H (-0.936, 0.701, -6.734)
H (-2.695, 0.466, -6.991)
H (-1.580, -0.944, -6.751)
H (-3.918, -0.950, -3.870)
H (-4.181, -0.414, -5.577)
H (-4.193, 0.759, -4.185)
H (-0.306, -5.333, 2.184)
H (0.722, -4.593, 3.444)
H (0.892, -4.072, 1.729)
H (-2.100, -2.025, 0.792)
H (-0.255, -2.127, 0.757)
H (-2.923, -4.364, 3.771)
H (-2.338, -5.142, 2.263)
H (-3.380, -3.670, 2.170)
Cl (7.119, -0.153, 1.148)
C (5.655, -0.839, 0.559)
C (5.109, -0.386, -0.641)
C (3.977, -1.008, -1.170)
C (3.404, -2.075, -0.485)
C (3.909, -2.518, 0.734)
C (5.029, -1.866, 1.286)
C (2.156, -2.693, -1.001)
O (2.070, -3.906, -1.418)
O (1.033, -1.999, -1.050)
H (5.567, 0.444, -1.159)
H (3.472, -0.630, -2.058)
H (3.373, -3.281, 1.286)
H (5.435, -2.168, 2.223)

Results
- HOMO-LUMO gap (spin up / spin down): 3.282 / 3.324 eV
- Total charge: +1
- Energy: -73617.5700 eV
- Energy relative to the best compared isomer or geometry (same formula, charge and spin): 266.5 kcal per mole

Here are the Mulliken charges for atoms 1 to 6, given in e: -0.962, 0.297, 0.142, 0.461, 1.125, 0.530

ORCA calculation (ωB97M-V/def2-TZVPD) on C30H45AsF4N5S2SnTe as an isolated structure.

Atoms and positions in Å:
Sn (0.044, 0.938, -1.013)
C (-1.457, 3.351, -4.751)
C (-0.929, 2.306, -3.775)
N (-0.342, 2.821, -2.518)
C (0.830, 3.699, -2.726)
C (1.931, 3.086, -3.573)
C (-1.330, 3.524, -1.687)
C (-0.817, 3.822, -0.265)
N (0.078, 2.769, 0.221)
C (0.981, 3.084, 1.201)
C (2.156, 2.334, 1.315)
F (2.316, 1.308, 0.431)
C (3.129, 2.555, 2.259)
F (4.201, 1.752, 2.274)
C (3.008, 3.577, 3.178)
C (1.850, 4.326, 3.110)
F (1.640, 5.298, 4.006)
C (0.864, 4.092, 2.170)
F (-0.273, 4.813, 2.264)
H (-1.816, 2.852, -5.652)
H (-0.681, 4.057, -5.053)
H (-2.291, 3.917, -4.331)
H (-0.170, 1.689, -4.259)
H (-1.741, 1.626, -3.494)
H (1.227, 3.936, -1.740)
H (0.492, 4.640, -3.174)
H (2.170, 2.077, -3.242)
H (2.835, 3.688, -3.475)
H (1.672, 3.048, -4.633)
H (-2.219, 2.889, -1.650)
H (-1.636, 4.473, -2.139)
H (-1.703, 3.953, 0.369)
H (-0.303, 4.785, -0.263)
H (3.760, 3.764, 3.933)
N (-2.539, 0.892, -0.232)
H (-3.184, 0.878, -1.016)
H (-2.707, 1.742, 0.298)
H (-2.766, 0.104, 0.363)
C (3.446, -2.878, -1.035)
As (3.262, -1.999, -2.735)
C (2.231, -3.173, -3.857)
C (5.022, -2.021, -3.508)
S (2.590, -0.020, -2.595)
H (3.865, -3.873, -1.180)
H (2.476, -2.942, -0.548)
H (4.107, -2.277, -0.416)
H (2.423, -4.207, -3.567)
H (2.558, -3.014, -4.883)
H (1.174, -2.933, -3.767)
H (5.384, -3.043, -3.617)
H (5.692, -1.452, -2.868)
H (4.959, -1.540, -4.479)
Te (0.460, -1.121, 1.622)
C (-0.905, -2.469, 2.523)
C (-0.422, -3.670, 3.032)
C (-1.279, -4.536, 3.704)
C (-2.616, -4.203, 3.868)
C (-3.099, -3.003, 3.358)
C (-2.245, -2.138, 2.684)
C (0.373, 0.189, 3.276)
C (-0.580, 1.201, 3.311)
C (-0.656, 2.038, 4.417)
C (0.223, 1.866, 5.480)
C (1.181, 0.861, 5.436)
C (1.263, 0.022, 4.332)
H (0.625, -3.928, 2.917)
H (-0.895, -5.464, 4.109)
H (-3.282, -4.871, 4.400)
H (-4.140, -2.733, 3.495)
H (-2.627, -1.197, 2.304)
H (-1.245, 1.356, 2.469)
H (-1.391, 2.834, 4.443)
H (0.163, 2.522, 6.340)
H (1.875, 0.736, 6.258)
H (2.017, -0.755, 4.298)
C (-1.883, -5.128, -0.387)
N (-1.391, -3.825, -0.837)
C (-2.066, -2.885, -1.522)
S (-1.222, -1.757, -2.486)
N (-3.408, -2.824, -1.455)
C (-4.346, -3.370, -0.475)
H (-1.059, -5.835, -0.447)
H (-2.677, -5.484, -1.040)
H (-2.233, -5.110, 0.643)
H (-0.398, -3.734, -0.954)
H (-3.791, -2.191, -2.136)
H (-3.827, -3.765, 0.385)
H (-4.968, -4.152, -0.912)
H (-4.998, -2.570, -0.126)

Results
- HOMO-LUMO gap: 7.564 eV
- Total charge: +1
- Energy: -145789.2599 eV
- Energy relative to the best compared isomer or geometry (same formula, charge and spin): 9.5 kcal per mole

Here are the Mulliken charges for atoms 1 to 6, given in e: 0.517, -1.347, -0.657, 0.740, -0.603, -0.851

ORCA calculation (ωB97M-V/def2-TZVPD) on C30H45BN5PtS2Se as an isolated structure in a non-equilibrium geometry.

Atoms and positions in Å:
Pt (0.214, 0.121, -0.247)
C (0.349, 1.792, 1.173)
C (0.209, 0.740, 2.148)
C (1.550, 0.268, 2.440)
C (2.426, 0.985, 1.593)
C (1.736, 1.965, 0.862)
C (2.311, 3.132, 0.117)
C (2.645, 4.194, 1.186)
C (1.277, 3.702, -0.865)
C (3.590, 2.751, -0.636)
C (2.172, -0.721, 3.404)
C (3.497, -0.137, 3.939)
C (2.493, -2.007, 2.621)
C (1.359, -1.107, 4.640)
C (-1.138, 0.509, 2.806)
C (-1.097, 1.014, 4.265)
C (-1.553, -0.966, 2.693)
C (-2.251, 1.298, 2.096)
H (-0.399, 2.546, 0.994)
H (3.488, 0.838, 1.552)
H (1.749, 4.474, 1.737)
H (3.054, 5.077, 0.702)
H (3.370, 3.808, 1.899)
H (0.477, 4.220, -0.342)
H (0.826, 2.899, -1.452)
H (1.739, 4.414, -1.544)
H (4.416, 2.560, 0.040)
H (3.882, 3.562, -1.297)
H (3.428, 1.856, -1.230)
H (4.293, -0.178, 3.201)
H (3.821, -0.718, 4.800)
H (3.359, 0.895, 4.254)
H (2.968, -1.779, 1.670)
H (1.585, -2.568, 2.420)
H (3.163, -2.636, 3.201)
H (1.269, -0.262, 5.314)
H (1.885, -1.905, 5.161)
H (0.374, -1.480, 4.399)
H (-0.904, 0.210, 4.966)
H (-2.058, 1.454, 4.523)
H (-0.333, 1.781, 4.379)
H (-0.791, -1.649, 3.049)
H (-1.736, -1.196, 1.641)
H (-2.467, -1.138, 3.257)
H (-2.161, 2.371, 2.247)
H (-3.206, 0.985, 2.512)
H (-2.257, 1.080, 1.027)
C (1.883, 2.033, -4.251)
N (1.099, 0.832, -4.293)
C (0.257, 0.473, -5.305)
C (-0.196, -0.778, -5.018)
N (0.347, -1.180, -3.837)
B (0.326, -2.635, -3.296)
N (-0.855, -2.876, -2.293)
C (-2.035, -3.470, -2.627)
C (-2.619, -3.963, -1.504)
N (-1.797, -3.652, -0.461)
C (-1.942, -4.121, 0.888)
C (-0.744, -2.966, -0.962)
S (0.488, -2.337, 0.036)
C (1.124, -0.183, -3.400)
S (2.038, -0.145, -1.953)
H (1.229, 2.904, -4.261)
H (2.551, 2.076, -5.113)
H (2.484, 2.028, -3.344)
H (0.055, 1.111, -6.140)
H (-0.818, -1.433, -5.593)
H (0.136, -3.363, -4.210)
H (1.340, -2.824, -2.718)
H (-2.378, -3.514, -3.637)
H (-3.525, -4.510, -1.366)
H (-2.902, -3.814, 1.303)
H (-1.135, -3.709, 1.492)
H (-1.879, -5.211, 0.901)
Se (-1.446, 1.165, -1.861)
C (-3.103, 0.257, -2.159)
C (-3.337, -0.370, -3.377)
C (-4.588, -0.926, -3.593)
N (-5.560, -0.883, -2.703)
C (-5.351, -0.254, -1.562)
C (-4.138, 0.328, -1.234)
H (-2.579, -0.390, -4.146)
H (-4.833, -1.415, -4.526)
H (-6.194, -0.205, -0.886)
H (-4.023, 0.869, -0.309)

Results
- HOMO-LUMO gap (spin up / spin down): 8.172 / 4.327 eV
- Spin multiplicity: 5
- Total charge: +1
- Energy: -130224.2964 eV
- Energy relative to the best compared isomer or geometry (same formula, charge and spin): 17.9 kcal per mole

Here are the Mulliken charges for atoms 1 to 6, given in e: 1.506, -1.105, -0.312, 0.310, -0.532, -0.611